DFT (ωB97M-V/def2-TZVPD) results for C31H41N6OPPdS as an isolated structure.

Summary:
Total energy ... -67402.7332 eV
LUMO level (alpha / beta) ... 2.4400 / 2.4393 eV
HOMO-LUMO gap (alpha / beta) ... 4.768 / 5.448 eV

The geometry in ORCA input format:
```
! RIJCOSX wB97M-V def2-TZVPD def2/J DEFGRID3
* xyz -1 2
Pd 0.140 0.621 -0.432
O -0.621 -0.308 -2.940
N -1.933 -0.259 -2.896
C -2.534 0.776 -3.528
C -3.888 0.952 -3.520
C -4.667 0.029 -2.820
C -4.050 -1.021 -2.194
C -2.650 -1.210 -2.217
S -1.909 -2.512 -1.400
H -1.835 1.442 -4.009
H -4.319 1.808 -4.018
H -5.741 0.150 -2.758
H -4.617 -1.750 -1.634
C 3.033 1.542 2.332
C 2.981 0.052 2.528
C 4.143 -0.673 2.761
C 4.126 -2.054 2.899
C 2.912 -2.723 2.794
C 1.728 -2.036 2.567
C 0.413 -2.761 2.450
C 1.740 -0.625 2.444
N 0.578 0.015 2.099
C -0.025 0.955 2.809
C 0.335 1.206 4.258
C -1.087 1.701 2.233
C -1.836 2.673 3.119
N -1.356 1.586 0.932
C -2.560 2.049 0.411
C -3.798 1.546 0.869
C -3.841 0.409 1.856
C -4.980 2.062 0.354
C -4.973 3.039 -0.630
C -3.756 3.464 -1.140
C -2.552 2.971 -0.655
C -1.250 3.398 -1.267
H 4.036 1.854 2.038
H 2.767 2.082 3.244
H 2.327 1.840 1.554
H 5.087 -0.140 2.814
H 5.044 -2.602 3.075
H 2.881 -3.804 2.895
H 0.563 -3.804 2.158
H -0.235 -2.267 1.724
H -0.126 -2.754 3.402
H 1.133 0.533 4.572
H -0.524 1.042 4.915
H 0.671 2.234 4.425
H -1.150 3.400 3.562
H -2.343 2.171 3.950
H -2.585 3.222 2.552
H -2.951 -0.212 1.757
H -4.720 -0.211 1.672
H -3.892 0.759 2.890
H -5.924 1.669 0.719
H -5.903 3.433 -1.022
H -3.733 4.187 -1.950
H -1.430 3.950 -2.192
H -0.619 2.518 -1.486
H -0.666 4.026 -0.591
C 3.062 -3.213 -1.530
N 1.691 -2.687 -1.834
C 1.625 -2.215 -3.281
N 2.652 -1.258 -3.556
C 3.948 -1.817 -3.217
N 4.054 -2.222 -1.820
C 3.973 -1.046 -0.928
P 2.367 -0.019 -1.013
C 1.347 -1.566 -0.877
C 2.409 0.038 -2.889
H 3.224 -4.100 -2.149
H 3.087 -3.479 -0.472
H 0.959 -3.394 -1.713
H 0.630 -1.785 -3.412
H 1.771 -3.109 -3.893
H 4.721 -1.075 -3.421
H 4.127 -2.695 -3.847
H 4.824 -0.401 -1.167
H 4.104 -1.379 0.105
H 0.295 -1.385 -1.110
H 1.421 -1.992 0.121
H 3.194 0.731 -3.205
H 1.449 0.424 -3.228
*
```

***

DFT (ωB97M-V/def2-TZVPD) results for C31H42BN10O2S4Ti as an isolated structure.

Summary:
Total energy ... -118956.6784 eV
LUMO level ... -3.9458 eV
HOMO-LUMO gap ... 7.282 eV

The geometry in ORCA input format:
```
! RIJCOSX wB97M-V def2-TZVPD def2/J DEFGRID3
* xyz 1 1
Ti -0.010 -0.334 -0.085
C -1.386 3.074 -2.423
C 0.066 2.726 -2.250
C 0.876 2.512 -3.357
C 2.228 2.222 -3.215
C 2.797 2.146 -1.955
C 2.001 2.349 -0.836
C 0.644 2.625 -0.979
H -1.582 4.099 -2.105
H -2.031 2.420 -1.832
H -1.686 2.991 -3.468
H 0.445 2.582 -4.349
H 2.838 2.065 -4.095
H 3.851 1.929 -1.842
H 2.437 2.312 0.154
H 0.047 2.847 -0.099
C -4.697 2.627 0.936
C -3.553 3.178 1.785
C -4.115 4.243 2.724
C -2.453 3.804 0.936
N -2.956 2.067 2.605
C -2.896 2.089 3.986
C -2.348 0.928 4.384
N -2.066 0.183 3.259
B -1.529 -1.258 3.426
N -2.224 -2.228 2.425
C -3.511 -2.639 2.687
C -3.902 -3.449 1.683
N -2.851 -3.546 0.795
C -1.847 -2.775 1.263
S -0.283 -2.575 0.526
C -2.868 -4.391 -0.456
C -4.221 -5.090 -0.548
C -2.697 -3.485 -1.670
C -1.770 -5.448 -0.363
N 0.020 -1.364 3.443
C 0.612 -2.400 4.127
C 1.948 -2.232 4.063
N 2.187 -1.084 3.334
C 0.993 -0.580 2.947
S 0.723 0.833 1.972
C 3.553 -0.480 3.132
C 3.877 -0.415 1.644
C 4.587 -1.370 3.817
C 3.579 0.899 3.788
C -2.425 0.897 2.178
S -2.286 0.385 0.516
H -5.173 3.455 0.412
H -5.447 2.151 1.571
H -4.356 1.908 0.195
H -4.548 5.028 2.107
H -3.340 4.701 3.339
H -4.907 3.851 3.363
H -2.867 4.639 0.370
H -2.049 3.083 0.234
H -1.648 4.181 1.569
H -3.255 2.912 4.571
H -2.148 0.553 5.371
H -1.888 -1.617 4.515
H -4.032 -2.328 3.574
H -4.830 -3.967 1.541
H -5.045 -4.380 -0.634
H -4.399 -5.760 0.294
H -4.217 -5.695 -1.453
H -3.454 -2.700 -1.675
H -2.811 -4.085 -2.573
H -1.708 -3.036 -1.698
H -1.887 -6.047 0.542
H -0.775 -5.010 -0.380
H -1.852 -6.111 -1.224
H 0.030 -3.158 4.619
H 2.733 -2.825 4.488
H 3.831 -1.409 1.197
H 4.892 -0.035 1.524
H 3.198 0.239 1.105
H 4.616 -2.371 3.386
H 4.425 -1.439 4.893
H 5.565 -0.918 3.661
H 2.894 1.592 3.307
H 4.587 1.307 3.709
H 3.325 0.825 4.847
O 1.684 -0.871 -0.580
N 2.701 -0.878 -1.422
C 2.622 -1.732 -2.377
C 3.706 -1.755 -3.320
N 4.570 -1.784 -4.075
C 1.528 -2.653 -2.557
N 0.668 -3.396 -2.712
O -3.099 -0.298 -2.602
S -1.696 -0.304 -2.963
N -0.677 -0.253 -1.880
*
```